Molecular formula: C12H10F3N4O7S3
Method: DFT, ωB97M-V/def2-TZVPD

Results
spin multiplicity	1
total charge	-1
energy above the lowest of the compared OMol25 structures with the same formula, charge and spin	0.0	kcal per mole

CARTESIAN COORDINATES (ANGSTROEM)
1 C 3.685 -0.347 -1.039
2 C 3.318 -0.076 0.410
3 N 1.993 -0.652 0.677
4 C 1.334 -0.238 1.831
5 S 1.719 1.255 2.472
6 S 0.100 -1.264 2.373
7 C 1.755 -2.031 0.262
8 C 2.206 -2.199 -1.176
9 O 3.553 -1.739 -1.372
10 H 3.032 0.289 -1.671
11 H 4.751 -0.121 -1.204
12 H 4.083 -0.530 1.072
13 H 3.267 1.011 0.588
14 H 2.302 -2.741 0.913
15 H 0.667 -2.230 0.324
16 H 2.228 -3.271 -1.428
17 H 1.493 -1.646 -1.821
18 O 0.102 0.377 -2.545
19 S -0.027 1.427 -1.560
20 O 1.125 1.917 -0.837
21 C -0.676 2.948 -2.473
22 F 0.258 3.315 -3.372
23 F -1.828 2.655 -3.114
24 F -0.897 3.967 -1.610
25 C -1.296 0.928 -0.379
26 C -1.301 1.423 0.934
27 C -2.236 0.880 1.811
28 N -2.154 0.818 3.212
29 O -1.442 1.364 4.030
30 O -3.018 -0.228 3.602
31 N -3.663 -0.772 2.528
32 C -3.171 -0.102 1.443
33 C -3.205 -0.539 0.073
34 N -4.115 -1.568 -0.400
35 O -5.169 -1.801 0.221
36 O -3.804 -2.174 -1.455
37 C -2.231 -0.033 -0.798
38 H -0.560 2.136 1.296
39 H -2.177 -0.402 -1.819


Molecular formula: C12H10F6N3O2SYb
Method: DFT, ωB97M-V/def2-TZVPD

Results
spin multiplicity	2
total charge	0
expectation value of S²	0.75
energy above the lowest of the compared OMol25 structures with the same formula, charge and spin	0.0	kcal per mole

CARTESIAN COORDINATES (ANGSTROEM)
1 Yb 0.892 -0.094 -1.502
2 N 0.881 4.313 -2.417
3 C 0.463 2.996 -2.347
4 S 0.731 1.795 -3.531
5 N -0.293 2.880 -1.188
6 N -0.724 1.670 -0.797
7 C -2.001 1.384 -0.690
8 C -2.568 0.074 -0.328
9 C -3.688 0.116 0.496
10 C -4.276 -1.077 0.886
11 C -3.692 -2.286 0.462
12 C -2.568 -2.392 -0.281
13 C -2.052 -1.190 -0.810
14 O -1.131 -1.162 -1.704
15 H 1.515 4.573 -3.168
16 H 0.817 4.836 -1.543
17 H -2.759 2.124 -0.958
18 H -4.076 1.076 0.857
19 H -5.120 -1.110 1.536
20 H -4.220 -3.205 0.769
21 H -2.150 -3.378 -0.556
22 C 1.783 -1.911 1.832
23 C 2.265 -0.625 1.110
24 O 1.207 0.045 0.540
25 C 3.101 -1.060 -0.112
26 F 4.288 -1.613 -0.003
27 F 3.184 0.052 -0.939
28 F 2.283 -2.013 -0.884
29 C 3.061 0.248 2.066
30 F 3.602 1.367 1.518
31 F 4.069 -0.531 2.601
32 F 2.263 0.623 3.128
33 H 1.314 -2.504 1.070
34 H 1.000 -1.554 2.554
35 H 2.598 -2.466 2.332


Molecular formula: C12H10N2O
Method: DFT, ωB97M-V/def2-TZVPD

Results
SMILES string	CC1=N[C@]2(C#N)[C@H](O1)[C@@H]2c1ccccc1
spin multiplicity	1
total charge	0
energy above the lowest of the compared OMol25 structures with the same formula, charge and spin	25.0	kcal per mole

CARTESIAN COORDINATES (ANGSTROEM)
1 C 3.970 1.008 -0.285
2 C -2.539 1.575 -0.408
3 C -1.454 2.410 -0.656
4 C -2.103 0.491 0.408
5 C -0.176 2.305 -0.192
6 C -0.866 0.320 0.930
7 C 0.191 1.188 0.552
8 C 1.644 -1.578 -0.379
9 C 1.570 1.033 0.958
10 C 2.390 -0.251 1.355
11 C 2.651 0.483 0.047
12 C 0.898 -2.718 -0.956
13 N 5.017 1.373 -0.487
14 N 2.133 -0.627 -1.059
15 O 1.707 -1.443 0.911
16 H -3.534 1.744 -0.775
17 H -1.623 3.116 -1.426
18 H -2.764 -0.473 0.522
19 H 0.605 3.060 -0.521
20 H -0.725 -0.579 1.437
21 H 2.041 2.015 1.203
22 H 3.101 -0.393 2.157
23 H 0.421 -2.510 -1.892
24 H 0.002 -3.019 -0.303
25 H 1.725 -3.475 -0.941